Entry w
Here is a structure of composition C22H27BaCl2N7O8S from the OMol25 dataset. Energies are from ωB97M-V/def2-TZVPD.

Element x y z (Å)
1 Ba 0.63 0.93 0.47
2 N -1.28 2.29 2.56
3 C -2.62 1.74 2.64
4 C -2.63 0.24 2.34
5 N -2.25 -0.13 0.98
6 C -3.17 0.39 -0.03
7 C -2.47 1.23 -1.11
8 N -1.59 2.20 -0.49
9 C -2.12 -1.58 0.90
10 C -1.30 -2.04 -0.30
11 N 0.08 -1.64 -0.11
12 H -0.69 1.80 3.23
13 H -1.29 3.27 2.83
14 H -3.26 2.27 1.93
15 H -3.07 1.87 3.64
16 H -3.64 -0.14 2.58
17 H -1.91 -0.21 3.01
18 H -3.93 1.02 0.45
19 H -3.71 -0.42 -0.53
20 H -3.25 1.68 -1.74
21 H -1.86 0.58 -1.75
22 H -2.12 2.84 0.08
23 H -1.11 2.75 -1.19
24 H -3.11 -2.07 0.87
25 H -1.61 -1.93 1.79
26 H -1.67 -1.56 -1.21
27 H -1.41 -3.13 -0.42
28 H 0.62 -1.78 -0.96
29 H 0.51 -2.22 0.61
30 O 1.02 2.48 -1.58
31 C 0.93 1.45 -2.24
32 O 1.01 0.29 -1.81
33 C 0.61 1.59 -3.73
34 C 0.63 2.84 -4.34
35 C 0.32 2.95 -5.69
36 C -0.03 1.83 -6.45
37 C -0.05 0.60 -5.82
38 C 0.27 0.47 -4.47
39 N -0.42 -0.58 -6.57
40 O -0.58 -0.45 -7.77
41 O -0.56 -1.61 -5.96
42 N 0.33 4.25 -6.32
43 O 0.10 4.30 -7.51
44 O 0.56 5.21 -5.62
45 H 0.89 3.71 -3.76
46 H -0.27 1.93 -7.50
47 H 0.27 -0.50 -4.00
48 Cl 3.31 -0.43 4.61
49 C 2.42 1.05 4.26
50 Cl 1.17 1.33 5.46
51 C 1.77 0.92 2.86
52 O 2.33 1.54 1.96
53 O 0.75 0.23 2.77
54 H 3.13 1.88 4.30
55 S 4.94 -3.03 2.26
56 C 4.04 -1.90 1.28
57 N 2.79 -1.83 1.50
58 C 2.40 -2.67 2.51
59 C 1.12 -2.78 3.04
60 C 0.90 -3.69 4.05
61 C 1.93 -4.48 4.55
62 C 3.22 -4.35 4.07
63 C 3.45 -3.45 3.05
64 H 4.55 -1.31 0.55
65 H 0.36 -2.11 2.69
66 H -0.09 -3.79 4.47
67 H 1.72 -5.18 5.34
68 H 4.03 -4.93 4.49

Calculated values
E_HOMO	-9.09	eV
LUMO energy	-0.84	eV
Kohn-Sham gap	8.25	eV


Entry x
Here is a structure of composition C22H27BaCl2N7O8S from the OMol25 dataset. Energies are from ωB97M-V/def2-TZVPD.

Element x y z (Å)
1 Ba 0.72 0.16 0.61
2 N 1.29 -2.67 -0.13
3 C 2.30 -3.54 0.50
4 C 3.62 -2.81 0.61
5 N 3.56 -1.59 1.41
6 C 3.40 -1.86 2.85
7 C 1.99 -1.69 3.41
8 N 1.51 -0.33 3.17
9 C 4.66 -0.66 1.13
10 C 4.24 0.80 1.17
11 N 3.32 1.09 0.05
12 H 0.35 -3.02 0.00
13 H 1.43 -2.62 -1.13
14 H 2.47 -4.47 -0.05
15 H 1.94 -3.83 1.49
16 H 3.95 -2.54 -0.39
17 H 4.38 -3.51 1.01
18 H 4.05 -1.17 3.40
19 H 3.76 -2.87 3.09
20 H 2.04 -1.95 4.47
21 H 1.30 -2.38 2.93
22 H 2.09 0.35 3.65
23 H 0.57 -0.22 3.55
24 H 5.06 -0.87 0.13
25 H 5.50 -0.81 1.83
26 H 5.13 1.43 1.14
27 H 3.71 1.02 2.10
28 H 3.83 1.00 -0.83
29 H 3.02 2.06 0.10
30 O -1.17 -0.58 1.89
31 C -1.75 -0.66 0.77
32 O -1.19 -1.02 -0.30
33 C -3.19 -0.21 0.70
34 C -3.61 0.87 1.46
35 C -4.92 1.29 1.34
36 C -5.84 0.65 0.53
37 C -5.38 -0.43 -0.18
38 C -4.07 -0.87 -0.13
39 N -6.35 -1.15 -1.06
40 O -7.46 -0.69 -1.15
41 O -5.96 -2.15 -1.62
42 N -5.37 2.47 2.12
43 O -6.45 2.95 1.84
44 O -4.61 2.89 2.96
45 H -2.92 1.39 2.11
46 H -6.86 0.99 0.46
47 H -3.75 -1.70 -0.74
48 Cl -1.31 4.92 -0.17
49 C 0.24 4.31 0.40
50 Cl 1.52 4.49 -0.87
51 C 0.21 2.82 0.81
52 O -0.67 2.08 0.30
53 O 1.14 2.45 1.57
54 H 0.55 4.91 1.24
55 S 1.66 -0.79 -4.65
56 C 1.91 -0.53 -2.96
57 N 0.99 0.12 -2.33
58 C -0.03 0.49 -3.22
59 C -1.17 1.21 -2.87
60 C -2.09 1.49 -3.85
61 C -1.90 1.06 -5.18
62 C -0.77 0.35 -5.53
63 C 0.16 0.07 -4.53
64 H 2.81 -0.91 -2.47
65 H -1.31 1.55 -1.85
66 H -2.98 2.05 -3.60
67 H -2.64 1.30 -5.93
68 H -0.62 0.02 -6.56

Calculated values
E_HOMO	-9.09	eV
LUMO energy	-0.46	eV
Kohn-Sham gap	8.63	eV


Verdict on stability: entry w comes out at the bottom.


Entry w
Here is the ion C10H18N3 with charge +1 from the OMol25 dataset. Energies are from ωB97M-V/def2-TZVPD.

Element x y z (Å)
1 C -0.67 2.72 0.46
2 N 0.06 1.44 0.71
3 C -0.42 0.73 1.89
4 C -1.06 -0.59 1.45
5 C -1.04 -0.73 0.14
6 C -1.64 -1.59 -0.92
7 C -1.35 -3.09 -0.83
8 C -2.79 -2.55 -0.69
9 N -0.14 0.63 -0.52
10 C 1.11 0.20 -1.02
11 C 2.22 -0.39 -0.15
12 N 2.53 1.05 0.14
13 C 2.11 1.40 -1.24
14 H -0.08 3.59 0.22
15 H -1.41 2.50 -0.40
16 H -1.18 2.94 1.42
17 H -1.17 1.11 2.46
18 H 0.37 0.33 2.60
19 H -1.61 -1.32 1.96
20 H -1.45 -1.08 -1.82
21 H -0.61 -3.35 0.02
22 H -0.92 -3.64 -1.63
23 H -3.47 -2.80 -1.47
24 H -3.19 -2.65 0.28
25 H 0.80 -0.23 -1.93
26 H 1.98 -0.79 0.77
27 H 3.08 -0.81 -0.55
28 H 1.68 1.43 0.63
29 H 3.43 1.16 0.60
30 H 2.78 1.17 -2.15
31 H 1.59 2.28 -1.48

Calculated values
E_HOMO	-12.32	eV
LUMO energy	-2.68	eV
SMILES	CN1CC=C(C2CC2)N1C1C[NH2+]C1
total charge	+1
Kohn-Sham gap	9.64	eV


Entry x
Here is the ion C10H18N3 with charge +1 from the OMol25 dataset. Energies are from ωB97M-V/def2-TZVPD.

Element x y z (Å)
1 C 2.78 0.21 -3.96
2 C 2.32 0.16 -2.63
3 C 1.47 -0.65 -1.97
4 C 1.15 -0.70 -0.53
5 N 0.60 -1.81 -0.09
6 C 0.35 -1.83 1.30
7 C 0.91 -3.05 1.91
8 N -0.09 -0.85 2.01
9 C -0.64 0.31 1.53
10 C 0.00 1.55 2.10
11 C -1.67 0.24 0.59
12 C -2.59 1.31 0.13
13 N -3.80 1.59 0.95
14 H 2.31 -0.61 -4.66
15 H 2.47 1.18 -4.48
16 H 3.95 0.08 -3.90
17 H 2.90 0.94 -2.01
18 H 0.99 -1.38 -2.56
19 H 1.56 0.11 0.07
20 H 2.08 -3.04 1.83
21 H 0.82 -4.03 1.41
22 H 0.60 -3.21 2.88
23 H -0.66 2.52 2.09
24 H 0.85 1.80 1.48
25 H 0.46 1.36 3.02
26 H -1.98 -0.80 0.37
27 H -2.98 1.36 -0.90
28 H -1.94 2.27 0.17
29 H -4.45 0.80 1.20
30 H -4.29 2.47 0.73
31 H -3.48 1.70 1.94

Calculated values
E_HOMO	-11.70	eV
LUMO energy	-3.46	eV
SMILES	C/C=C/C=N/C(C)=N\C(C)=C\C[NH3+]
total charge	+1
Kohn-Sham gap	8.24	eV


Verdict on stability: entry w comes out at the bottom.


Entry w
Here is the molecule C3H4P2 from the OMol25 dataset. Energies are from ωB97M-V/def2-TZVPD.

Element x y z (Å)
1 P 0.67 -0.51 -1.64
2 C 0.72 -0.65 0.19
3 C -0.69 -0.44 0.49
4 P -0.81 1.28 1.21
5 C 0.14 0.65 -0.27
6 H 2.06 -0.31 -1.55
7 H 1.65 -0.91 0.69
8 H -1.61 -0.71 0.14
9 H -2.13 1.59 0.74

Calculated values
E_HOMO	-8.57	eV
LUMO energy	0.30	eV
SMILES	P1[C@@H]2[C@H]3PC123
Kohn-Sham gap	8.87	eV


Entry x
Here is the molecule C3H4P2 from the OMol25 dataset. Energies are from ωB97M-V/def2-TZVPD.

Element x y z (Å)
1 H 1.95 0.69 2.54
2 P 1.17 -0.43 2.12
3 C 0.54 -0.14 0.62
4 C 0.14 0.71 -0.64
5 C -0.56 -0.55 -0.17
6 P -1.74 -1.64 -0.64
7 H -2.08 -1.05 -1.86
8 H -0.32 1.65 -0.44
9 H 0.88 0.76 -1.53

Calculated values
E_HOMO	-8.76	eV
LUMO energy	-1.26	eV
SMILES	[H]/P=C1\C\C1=P/[H]
Kohn-Sham gap	7.49	eV


Verdict on stability: entry w comes out at the bottom.


Entry w
Here is the molecule CH3NO3 from the OMol25 dataset. Energies are from ωB97M-V/def2-TZVPD.

Element x y z (Å)
1 O 1.37 1.03 -0.11
2 N 0.93 -0.08 -0.18
3 O 1.55 -1.13 -0.23
4 C -0.61 -0.15 -0.26
5 O -1.13 0.04 0.99
6 H -0.83 0.74 -1.00
7 H -0.80 -1.19 -0.66
8 H -0.50 0.73 1.45

Calculated values
E_HOMO	-11.08	eV
LUMO energy	0.06	eV
SMILES	O=[N+]([O-])CO
Kohn-Sham gap	11.14	eV


Entry x
Here is the molecule CH3NO3 from the OMol25 dataset. Energies are from ωB97M-V/def2-TZVPD.

Element x y z (Å)
1 O -1.70 0.85 -0.39
2 N -0.91 -0.02 -0.59
3 O -1.08 -1.06 -1.13
4 C 0.52 0.34 0.32
5 O 1.45 -0.73 0.40
6 H 0.78 1.21 -0.33
7 H 0.08 0.86 1.12
8 H 0.86 -1.45 0.60

Calculated values
E_HOMO	-10.83	eV
LUMO energy	0.53	eV
SMILES	O=[N+]([O-])CO
Kohn-Sham gap	11.36	eV


Entry y
Here is a cluster of 2 separate species, CH3NO3 in total from the OMol25 dataset. Energies are from ωB97M-V/def2-TZVPD.

Element x y z (Å)
1 O -0.92 1.12 0.25
2 N -1.13 0.08 -0.31
3 O -2.23 -0.64 0.15
4 H -2.48 -1.45 -0.26
5 C 1.68 0.17 0.07
6 O 1.34 -0.95 0.14
7 H 2.35 0.57 -0.85
8 H 1.38 1.08 0.81

Calculated values
E_HOMO	-9.93	eV
LUMO energy	0.01	eV
SMILES	O=NO.C=O
Kohn-Sham gap	9.94	eV


Entry z
Here is a cluster of 2 separate species, CH3NO3 in total from the OMol25 dataset. Energies are from ωB97M-V/def2-TZVPD.

Element x y z (Å)
1 C -1.06 0.78 1.41
2 N 1.13 -0.52 -1.55
3 O -1.02 1.89 1.16
4 O 0.05 -0.74 0.50
5 O 1.14 -0.12 -0.13
6 H -1.56 0.16 2.16
7 H 0.84 -1.52 -1.50
8 H 0.48 0.06 -2.06

Calculated values
E_HOMO (alpha / beta)	-8.96 / -8.96	eV
LUMO energy (alpha / beta)	0.03 / 0.02	eV
Kohn-Sham gap (alpha / beta)	8.99 / 8.99	eV


Verdict on stability: entry z comes out at the bottom.


Entry w
Here is a cluster of 2 separate species, C3H10OSSi in total from the OMol25 dataset. Energies are from ωB97M-V/def2-TZVPD.

Element x y z (Å)
1 C 1.73 -2.23 0.00
2 Si 0.60 -1.02 -0.88
3 C 0.91 -1.40 -2.67
4 O -0.41 0.02 -0.40
5 H 1.31 -2.41 0.93
6 H 1.88 -3.13 -0.57
7 H 2.68 -1.78 0.18
8 H 0.69 -2.45 -2.80
9 H 0.27 -0.71 -3.23
10 H 1.95 -1.36 -3.03
11 C -2.16 3.37 0.63
12 S -2.42 3.06 2.43
13 H -1.73 4.37 0.47
14 H -3.21 3.23 0.10
15 H -1.26 2.68 0.25
16 H -3.53 3.95 2.63

Calculated values
E_HOMO	-8.57	eV
LUMO energy	0.34	eV
SMILES	C[Si](C)=O.CS
Kohn-Sham gap	8.91	eV


Entry x
Here is a cluster of 2 separate species, C3H10OSSi in total from the OMol25 dataset. Energies are from ωB97M-V/def2-TZVPD.

Element x y z (Å)
1 C 1.32 -1.92 1.50
2 Si 1.27 -0.53 0.17
3 O 0.15 -0.96 -0.92
4 C 2.51 0.70 -0.23
5 S 1.27 1.47 0.90
6 H 0.34 -1.88 2.07
7 H 1.38 -2.92 0.85
8 H 2.01 -2.06 2.43
9 H 0.04 -0.54 -1.78
10 H 3.52 0.65 0.37
11 H 2.63 1.19 -1.24
12 C -3.30 1.33 -0.89
13 H -3.40 0.27 -0.76
14 H -2.95 1.57 0.08
15 H -4.17 1.89 -0.80
16 H -2.61 1.73 -1.74

Calculated values
E_HOMO	-8.71	eV
LUMO energy	0.45	eV
SMILES	C[Si@]1(O)CS1.C
Kohn-Sham gap	9.17	eV


Verdict on stability: entry w comes out at the bottom.


Entry w
Here is a cluster of 2 separate species, C4H10S2 in total from the OMol25 dataset. Energies are from ωB97M-V/def2-TZVPD.

Element x y z (Å)
1 C -0.40 -1.69 1.71
2 C 0.91 -1.50 1.85
3 C 1.88 -2.53 2.35
4 H -1.12 -0.95 1.42
5 H -0.70 -2.70 1.92
6 H 1.31 -0.52 1.57
7 H 1.55 -3.52 2.01
8 H 1.89 -2.58 3.43
9 H 2.88 -2.40 1.95
10 C -1.62 -0.24 -1.37
11 S -1.23 1.53 -1.05
12 S 0.86 1.56 -1.02
13 H -0.73 -0.85 -1.30
14 H -2.37 -0.54 -0.65
15 H -2.10 -0.26 -2.35
16 H 1.02 0.47 -1.74

Calculated values
E_HOMO	-8.20	eV
LUMO energy	0.50	eV
SMILES	C=CC.CSS
Kohn-Sham gap	8.70	eV


Entry x
Here is a cluster of 2 separate species, C4H10S2 in total from the OMol25 dataset. Energies are from ωB97M-V/def2-TZVPD.

Element x y z (Å)
1 C 0.14 -1.33 -0.79
2 C 1.03 -0.60 -1.46
3 C 2.49 -0.91 -1.56
4 H -0.87 -0.97 -0.79
5 H 0.49 -2.20 -0.25
6 H 0.71 0.31 -1.96
7 H 2.93 -0.64 -2.52
8 H 3.05 -0.40 -0.79
9 H 2.70 -1.97 -1.42
10 C -2.77 1.00 1.41
11 S -1.80 2.25 2.27
12 S 0.00 1.37 2.54
13 H -2.80 1.23 0.35
14 H -3.70 0.82 1.93
15 H -2.21 0.06 1.53
16 H 0.62 1.98 1.52

Calculated values
E_HOMO	-8.97	eV
LUMO energy	0.67	eV
SMILES	C=CC.CSS
Kohn-Sham gap	9.64	eV


Verdict on stability: entry w comes out at the bottom.